This record from the Open Molecules 2025 dataset describes a structure of composition C27H18F6GeN2OReS2 at a distorted geometry. The level of theory is ωB97M-V with the def2-TZVPD basis set.

Charge: +1
Frontier orbital gap in eV: 5.81
HOMO level in eV: -12.110

Element x y z (Å)
Re: 0.170 -1.032 1.520
S: 1.508 -2.792 2.185
C: 0.233 -3.666 2.954
C: 0.591 -4.549 4.004
N: 0.883 -5.248 4.864
C: -1.076 -3.576 2.513
S: -1.503 -2.587 1.161
C: -2.123 -4.327 3.105
N: -3.000 -4.886 3.589
C: -1.451 2.044 3.703
C: -0.605 0.797 3.941
O: -0.216 0.168 2.785
C: 0.694 1.156 4.709
F: 1.478 0.075 4.837
F: 1.388 2.062 4.011
F: 0.452 1.651 5.914
C: -1.418 -0.264 4.728
F: -1.826 0.139 5.915
F: -2.497 -0.604 3.997
F: -0.706 -1.398 4.874
H: -0.884 2.762 3.113
H: -1.728 2.497 4.653
H: -2.356 1.769 3.162
C: 0.700 -0.906 -0.255
Ge: 0.495 -0.032 -1.959
C: -1.479 -0.047 -1.924
C: -2.109 0.512 -0.816
C: -3.489 0.559 -0.746
C: -4.249 0.037 -1.783
C: -3.628 -0.539 -2.878
C: -2.243 -0.582 -2.953
C: 1.198 1.758 -1.394
C: 0.380 2.875 -1.451
C: 0.930 4.131 -1.228
C: 2.280 4.255 -0.940
C: 3.086 3.131 -0.861
C: 2.544 1.875 -1.081
C: 1.523 -0.771 -3.467
C: 2.776 -1.313 -3.203
C: 3.555 -1.781 -4.247
C: 3.084 -1.715 -5.549
C: 1.830 -1.183 -5.809
C: 1.051 -0.701 -4.770
H: -1.505 0.931 -0.011
H: -3.978 1.015 0.105
H: -5.328 0.084 -1.736
H: -4.220 -0.953 -3.682
H: -1.759 -1.042 -3.803
H: -0.673 2.780 -1.683
H: 0.301 5.007 -1.294
H: 2.705 5.235 -0.775
H: 4.139 3.226 -0.634
H: 3.169 0.994 -1.017
H: 3.134 -1.375 -2.184
H: 4.532 -2.193 -4.042
H: 3.695 -2.076 -6.363
H: 1.460 -1.130 -6.823
H: 0.084 -0.260 -4.978

Cartesian forces, eV/Å:
Re 1.5 -4.5 -5.0
S -0.7 0.8 -0.4
C 0.0 0.4 -0.3
C -0.1 -0.1 0.1
N 0.1 -0.2 0.2
C 0.2 0.5 -0.3
S 1.0 0.8 0.2
C 0.0 -0.1 0.2
N -0.2 -0.2 0.1
C 0.1 -0.2 -0.2
C -0.4 0.7 1.5
O -0.2 1.6 0.2
C 0.4 0.0 -0.1
F 0.0 0.0 0.0
F -0.1 0.0 -0.1
F -0.2 0.0 0.0
C -0.2 -0.5 -0.3
F 0.1 0.2 0.0
F 0.0 0.1 0.0
F 0.0 0.1 0.1
H 0.0 0.0 0.0
H 0.0 0.0 0.0
H 0.0 0.0 0.0
C -1.1 -0.1 4.7
Ge 0.1 1.3 -1.0
C 0.7 0.0 -0.2
C 0.1 0.0 0.0
C -0.1 0.0 0.1
C 0.0 0.0 0.0
C -0.1 0.0 -0.1
C 0.1 0.0 0.1
C -0.6 -1.1 -0.4
C 0.1 0.2 0.0
C -0.1 0.0 0.0
C 0.0 0.1 0.0
C 0.1 -0.2 0.1
C 0.0 0.2 0.0
C -0.5 0.1 0.9
C -0.1 0.0 0.0
C 0.2 0.0 0.1
C 0.0 0.0 0.0
C 0.0 0.1 -0.1
C -0.1 0.1 0.0
H -0.1 0.1 0.0
H 0.0 0.0 0.0
H 0.0 0.0 0.0
H 0.0 0.0 0.0
H 0.0 0.0 -0.1
H 0.0 0.0 -0.1
H 0.0 0.1 0.0
H 0.0 0.0 0.0
H 0.0 0.1 0.0
H 0.1 0.0 -0.1
H 0.1 0.0 0.0
H 0.1 0.0 0.0
H 0.0 0.0 0.0
H 0.0 0.0 -0.1
H 0.0 0.0 -0.1

***

This record from the Open Molecules 2025 dataset describes a structure of composition C27H19AlIN4 at a distorted geometry. The level of theory is ωB97M-V with the def2-TZVPD basis set.

Charge: +1
Frontier orbital gap (alpha / beta) in eV: 5.39 / 5.21
HOMO level (alpha / beta) in eV: -10.533 / -10.541

Element x y z (Å)
Al: -0.083 0.702 -0.494
C: 0.940 -1.198 4.593
C: 1.848 -0.577 3.757
C: 1.421 0.219 2.720
C: 0.076 0.288 2.371
C: -0.873 -0.239 3.270
C: -0.451 -1.042 4.326
N: -0.328 1.210 1.335
C: -1.324 2.095 1.493
C: -1.744 2.723 2.683
C: -2.825 3.545 2.702
C: -3.586 3.818 1.545
C: -3.298 3.191 0.353
C: -2.104 2.420 0.297
N: -1.635 1.755 -0.846
N: -2.592 1.077 -1.659
C: -2.351 -0.211 -1.738
C: -3.100 -1.058 -2.594
C: -2.796 -2.410 -2.648
C: -1.656 -2.916 -1.955
C: -1.004 -2.067 -1.063
N: -1.303 -0.741 -0.983
H: 1.270 -1.864 5.375
H: 2.900 -0.772 3.882
H: 2.126 0.784 2.117
H: -1.928 -0.036 3.026
H: -1.174 -1.496 4.990
H: -1.078 2.593 3.570
H: -3.086 4.100 3.604
H: -4.339 4.579 1.562
H: -3.816 3.351 -0.615
H: -3.971 -0.626 -3.083
H: -3.524 -3.012 -3.190
H: -1.428 -3.985 -1.947
H: -0.224 -2.381 -0.370
I: -0.143 0.749 -4.075
C: 1.295 -0.556 -3.217
C: 1.575 -1.652 -4.036
C: 2.649 -2.486 -3.779
C: 3.458 -2.277 -2.698
C: 3.292 -1.064 -1.961
C: 4.158 -0.642 -0.918
C: 3.847 0.507 -0.176
C: 2.663 1.208 -0.313
C: 1.733 0.668 -1.154
C: 2.062 -0.332 -2.074
H: 0.959 -1.710 -4.964
H: 3.006 -3.205 -4.498
H: 4.202 -3.012 -2.466
H: 5.129 -1.102 -0.781
H: 4.610 0.911 0.493
H: 2.544 2.179 0.230

Cartesian forces, eV/Å:
Al -0.6 0.7 -0.3
C -1.5 -0.2 -0.8
C 0.1 -0.5 0.4
C 0.0 0.1 -1.3
C -0.1 2.0 1.9
C -0.2 -0.4 -0.9
C 0.9 0.5 0.2
N -0.1 -1.0 -0.1
C -0.5 0.3 -0.9
C 1.1 -0.3 1.4
C 0.0 0.6 0.5
C 0.1 -0.5 -0.9
C 1.0 -0.1 -0.6
C -0.2 -0.6 -1.5
N -2.0 -1.6 -0.1
N 0.3 3.4 2.0
C 1.8 -2.0 -0.3
C -0.1 -0.1 0.9
C 0.2 0.7 0.3
C -0.9 0.1 0.7
C -0.3 0.7 -0.7
N -0.2 -0.7 -0.5
H 0.0 0.1 0.1
H 0.2 0.3 0.2
H 0.0 -0.3 0.1
H 0.4 -0.4 0.4
H 0.0 0.0 -0.1
H -0.9 0.1 -0.7
H 0.2 -0.3 -0.1
H -0.5 0.1 0.2
H 0.2 0.0 1.0
H 0.3 -0.2 0.0
H 0.7 -0.3 0.0
H 0.0 0.5 -0.1
H -0.1 -0.2 -0.4
I 0.4 0.0 0.5
C -0.6 -1.9 -1.7
C -1.3 1.9 -1.0
C 0.8 -0.5 0.1
C -0.3 1.3 -0.2
C -0.7 -1.0 1.4
C -0.4 1.4 0.4
C 2.4 -0.7 -0.4
C 0.2 0.3 0.4
C -1.8 1.2 0.3
C 1.2 -0.1 -0.2
H 0.8 -0.4 0.8
H -0.6 -0.5 -0.1
H 0.7 0.1 0.1
H -0.1 -0.2 0.1
H -0.1 -0.3 -0.1
H -0.3 -1.2 -0.2

***

This record from the Open Molecules 2025 dataset describes a cluster of 3 separate species, C27H19Cl6FO6 in total. The level of theory is ωB97M-V with the def2-TZVPD basis set.

Charge: 0
Structure (SMILES): C/C(Cl)=C(/Cl)C1=C(/C(Cl)=C(/C)Cl)C(=O)C(F)=C([C@H](Cl)[C@H](C)Cl)C1=O.O=C1C=CC(=O)C=C1.O=C1C=CC(=O)C=C1
Frontier orbital gap in eV: 7.46
HOMO level in eV: -9.195

Element x y z (Å)
C: -0.861 1.519 -2.737
C: -1.099 0.066 -2.483
Cl: -1.371 -0.955 -3.844
C: -1.089 -0.492 -1.273
Cl: -0.738 0.509 0.113
C: -1.348 -1.906 -0.936
C: -0.389 -2.751 -0.538
C: 1.035 -2.370 -0.460
Cl: 1.777 -1.974 -1.982
C: 1.722 -2.316 0.678
C: 1.126 -2.667 2.008
Cl: 3.380 -1.838 0.683
C: -0.829 -4.144 -0.173
O: -0.162 -5.116 -0.407
C: -2.171 -4.260 0.493
C: -2.300 -5.315 1.553
Cl: -3.874 -6.157 1.501
C: -1.921 -4.808 2.971
C: -2.501 -5.630 4.128
Cl: -2.295 -3.077 3.231
C: -3.098 -3.403 0.078
F: -4.319 -3.345 0.576
C: -2.761 -2.424 -1.004
O: -3.550 -2.092 -1.840
H: -1.529 2.137 -2.131
H: -1.064 1.743 -3.780
H: 0.155 1.815 -2.486
H: 0.473 -1.889 2.393
H: 1.922 -2.805 2.737
H: 0.623 -3.632 1.915
H: -1.550 -6.066 1.297
H: -0.836 -4.892 3.032
H: -1.742 -5.679 4.913
H: -3.351 -5.112 4.567
H: -2.740 -6.650 3.843
C: 2.736 2.953 2.548
C: 2.266 1.712 2.471
C: 2.587 0.703 3.510
O: 2.160 -0.430 3.435
C: 3.453 1.128 4.637
C: 3.923 2.370 4.715
C: 3.601 3.382 3.677
O: 4.028 4.513 3.748
H: 2.516 3.706 1.802
H: 1.637 1.376 1.656
H: 3.674 0.374 5.382
H: 4.556 2.702 5.528
C: 0.004 4.830 -5.862
C: -0.293 6.019 -6.378
C: -0.309 7.242 -5.535
O: -0.581 8.325 -6.003
C: 0.019 7.085 -4.095
C: 0.316 5.895 -3.580
C: 0.332 4.675 -4.424
O: 0.603 3.589 -3.955
H: 0.021 3.925 -6.457
H: -0.534 6.156 -7.424
H: 0.002 7.989 -3.499
H: 0.557 5.758 -2.534

Cartesian forces, eV/Å:
C -0.3 -0.1 -0.1
C -0.1 0.0 0.6
Cl 0.1 0.0 -0.1
C 0.0 0.0 -0.3
Cl -0.1 0.0 0.0
C 0.2 -0.2 0.0
C -0.3 0.3 0.2
C 0.3 -0.1 -0.5
Cl -0.1 0.0 0.0
C -0.2 0.0 0.1
C 0.4 -0.4 0.0
Cl 0.0 0.0 0.0
C -0.2 0.2 0.0
O 0.4 -0.2 0.2
C -0.1 0.0 0.1
C 0.2 0.1 -0.1
Cl -0.1 0.1 -0.1
C -0.1 -0.5 0.1
C 0.6 0.3 0.3
Cl 0.0 0.0 0.0
C 0.4 -0.2 0.3
F -0.1 0.0 -0.3
C 0.2 0.1 0.2
O -0.4 0.3 0.0
H 0.0 -0.1 0.1
H 0.2 0.0 0.0
H 0.0 -0.1 -0.1
H -0.2 -0.1 -0.1
H 0.0 0.1 0.0
H -0.3 0.2 0.1
H -0.2 -0.1 0.1
H 0.0 0.3 -0.2
H -0.1 0.0 0.0
H -0.2 -0.3 -0.2
H -0.1 0.1 -0.1
C 0.0 0.0 0.0
C 0.0 0.0 0.0
C 0.0 0.0 0.0
O 0.0 0.2 0.1
C 0.0 0.0 0.0
C 0.0 0.0 0.0
C 0.0 0.0 0.0
O 0.0 0.0 0.0
H 0.0 0.0 0.0
H 0.0 0.0 0.0
H 0.0 0.0 0.0
H 0.0 0.0 0.0
C 0.0 0.0 0.0
C 0.0 0.0 0.0
C 0.0 0.0 0.0
O 0.0 0.0 0.0
C 0.0 0.0 0.0
C 0.0 0.0 0.0
C 0.0 0.0 0.0
O 0.1 0.3 -0.1
H 0.0 0.0 0.0
H 0.0 0.0 0.0
H 0.0 0.0 0.0
H 0.0 0.0 0.0

***

| no. | E_tot (Eh) |
| --- | --- |
| 1 | -4774.8855 |
| 2 | -1799.2140 |
| 3 | -4352.5991 |